Entry 1:
Below is a molecular structure, C27H23N3O5PPdS3, with properties calculated with wB97M-V/def2-TZVPD.

Structure (ORCA input):
```
! wB97M-V def2-TZVPD RIJCOSX def2/J DEFGRID3
* xyz -1 3
Pd -0.65 -0.16 -0.08
O 2.55 -1.90 1.97
S 1.43 -1.75 1.09
O 0.15 -1.43 1.75
O 1.62 -0.83 -0.05
C 1.18 -3.35 0.32
C 2.04 -4.37 0.68
C 1.91 -5.63 0.11
C 0.90 -5.86 -0.82
C 0.04 -4.84 -1.17
C 0.16 -3.57 -0.61
P -1.09 -2.30 -1.06
C -1.10 -2.30 -2.87
C -2.23 -1.91 -3.58
C -2.18 -1.75 -4.95
C -0.99 -1.97 -5.63
C 0.15 -2.36 -4.93
C 0.10 -2.52 -3.56
C -2.61 -3.14 -0.52
C -3.40 -3.93 -1.35
C -4.50 -4.60 -0.84
C -4.81 -4.49 0.51
C -4.02 -3.71 1.34
C -2.93 -3.03 0.83
H 2.82 -4.16 1.40
H 2.59 -6.42 0.39
H 0.79 -6.84 -1.27
H -0.75 -5.03 -1.89
H -3.16 -1.70 -3.05
H -3.06 -1.41 -5.48
H -0.94 -1.84 -6.70
H 1.08 -2.52 -5.45
H 0.99 -2.80 -3.01
H -3.17 -4.03 -2.40
H -5.12 -5.21 -1.49
H -5.67 -5.01 0.91
H -4.26 -3.61 2.39
H -2.33 -2.40 1.47
S -2.93 0.44 0.48
C -3.50 0.82 -1.13
C -4.93 0.83 -1.31
N -6.07 0.83 -1.43
C -2.69 1.12 -2.18
S -0.95 1.16 -2.10
C -3.28 1.44 -3.45
N -3.72 1.71 -4.48
O 1.61 3.64 0.94
C 0.42 3.47 0.92
O -0.15 2.27 1.11
C -0.57 4.61 0.73
N -1.94 4.22 1.11
C -2.83 4.43 -0.05
C -2.09 5.42 -0.94
C -0.64 5.00 -0.76
H -0.21 5.44 1.34
H -2.25 4.73 1.92
H -1.13 2.41 1.12
H -3.81 4.75 0.29
H -2.95 3.48 -0.57
H -2.24 6.44 -0.57
H -2.42 5.38 -1.98
H 0.09 5.76 -1.01
H -0.44 4.12 -1.38
*
```

⟨S²⟩ = 2.01
Lowest unoccupied orbital energy (spin up / spin down) = 2.510 / 1.731 eV
M = 703.09 g/mol
Relative energy (zero: lowest compared OMol25 entry of this formula, charge and spin) = 0.087 eV

Atom charges from the natural (NBO) analysis, given in e for atoms 1 to 2:
1 Pd 0.78
2 O -0.96



Entry 2:
Below is a molecular structure, C3H4N2O, with properties calculated with wB97M-V/def2-TZVPD.

Structure (ORCA input):
```
! wB97M-V def2-TZVPD RIJCOSX def2/J DEFGRID3
* xyz 0 1
C 0.17 -0.79 0.21
C 0.21 0.66 0.27
C 0.62 1.75 0.99
N -0.39 -0.64 -1.09
N -0.16 0.72 -1.09
O 0.54 2.91 0.77
H -0.26 -1.49 0.87
H 1.08 1.19 2.33
H -0.34 -1.18 -1.98
H 0.40 0.99 -1.90
*
```

Lowest unoccupied orbital energy = -0.057 eV
M = 84.08 g/mol
Relative energy (zero: lowest compared OMol25 entry of this formula, charge and spin) = 5.567 eV

Atom charges from the natural (NBO) analysis, given in e for atoms 1 to 2:
1 C -0.04
2 C -0.12



Entry 3:
Below is 3 unconnected molecules or ions with the total composition C5H15NO3, with properties calculated with wB97M-V/def2-TZVPD.

Structure (ORCA input):
```
! wB97M-V def2-TZVPD RIJCOSX def2/J DEFGRID3
* xyz 0 1
C -1.98 -2.20 0.76
C -0.54 -1.78 1.15
C -0.36 -0.23 0.79
N 0.21 -0.21 -0.58
C 1.49 0.25 -0.89
C 2.63 0.36 0.08
O 1.76 0.22 -2.07
H -2.77 -1.47 1.18
H -1.97 -1.98 -0.29
H -2.39 -3.17 0.99
H -0.31 -1.78 2.26
H 0.26 -2.32 0.61
H -1.37 0.32 0.59
H 0.33 0.41 1.53
H -0.45 -0.27 -1.26
H 2.70 -0.16 0.97
H 2.76 1.40 0.39
H 3.44 -0.18 -0.45
O -1.59 1.08 -2.53
H -0.76 0.95 -3.17
H -1.10 1.35 -1.77
O 0.01 2.72 0.42
H -0.26 3.55 0.02
H 0.27 3.15 1.28
*
```

Lowest unoccupied orbital energy = 0.230 eV
M = 137.18 g/mol
Relative energy (zero: lowest compared OMol25 entry of this formula, charge and spin) = 2.303 eV

Atom charges from the natural (NBO) analysis, given in e for atoms 1 to 2:
1 C -0.61
2 C -0.42



Entry 4:
Below is a molecular structure, C25H41AsCeN13OS5, with properties calculated with wB97M-V/def2-TZVPD.

Structure (ORCA input):
```
! wB97M-V def2-TZVPD RIJCOSX def2/J DEFGRID3
* xyz -2 2
Ce -2.53 -0.59 -0.31
C 4.43 2.71 -1.85
C 3.12 3.46 -1.59
C 2.77 4.27 -2.84
C 3.33 4.42 -0.41
C 1.97 2.52 -1.26
C 0.69 3.02 -1.05
C -0.35 2.15 -0.76
N -0.19 0.84 -0.66
C 1.03 0.33 -0.86
C 2.12 1.14 -1.15
C 1.17 -1.16 -0.77
C 2.36 -1.79 -1.10
C 2.47 -3.17 -1.05
C 1.33 -3.87 -0.64
C 0.18 -3.18 -0.34
N 0.09 -1.85 -0.38
C 3.74 -3.93 -1.44
C 4.22 -4.76 -0.25
C 4.86 -2.99 -1.86
C 3.41 -4.86 -2.61
H 5.21 3.42 -2.10
H 4.33 2.01 -2.68
H 4.75 2.15 -0.97
H 3.60 4.92 -3.12
H 1.89 4.89 -2.68
H 2.55 3.61 -3.69
H 4.14 5.12 -0.63
H 3.59 3.87 0.50
H 2.43 4.99 -0.21
H 0.47 4.08 -1.12
H -1.34 2.52 -0.60
H 3.10 0.70 -1.29
H 3.20 -1.21 -1.44
H 1.31 -4.95 -0.59
H -0.74 -3.70 -0.08
H 4.48 -4.12 0.60
H 5.11 -5.34 -0.53
H 3.46 -5.46 0.09
H 5.14 -2.31 -1.06
H 4.59 -2.39 -2.74
H 5.75 -3.58 -2.13
H 2.66 -5.60 -2.34
H 4.31 -5.39 -2.93
H 3.02 -4.30 -3.46
N -3.95 1.97 -0.11
C -4.37 3.23 0.50
C -3.25 4.25 0.69
C -2.50 4.19 2.01
N -1.66 3.00 2.14
H -3.74 2.12 -1.11
H -4.74 1.34 -0.14
H -4.82 3.02 1.48
H -5.16 3.69 -0.12
H -3.70 5.25 0.63
H -2.56 4.19 -0.16
H -3.24 4.26 2.82
H -1.87 5.08 2.08
H -2.29 2.19 2.13
H -1.27 2.99 3.08
S -2.61 1.79 -3.12
As -3.27 -0.25 -3.45
S -1.57 -1.51 -2.84
S -4.80 -0.71 -1.92
S -3.97 -0.70 -5.40
N -5.02 -2.43 2.31
C -4.24 -3.24 1.49
N -4.31 -4.56 1.55
N -3.41 -4.98 0.63
N -2.85 -3.97 0.07
N -3.35 -2.82 0.59
C -4.58 -1.17 2.68
N -4.69 -0.70 3.92
N -4.16 0.54 3.84
N -3.77 0.77 2.63
N -4.03 -0.30 1.85
H -5.42 -2.95 3.07
C 0.75 -1.85 2.93
S -0.11 -0.29 2.75
C -0.93 -0.27 4.34
O -1.22 -0.57 1.79
H -0.01 -2.63 2.97
H 1.34 -1.82 3.85
H 1.39 -2.00 2.06
H -0.20 -0.05 5.12
H -1.43 -1.22 4.49
H -1.69 0.51 4.28
*
```

⟨S²⟩ = 0.75
Lowest unoccupied orbital energy (spin up / spin down) = 3.257 / 3.256 eV
M = 915.07 g/mol
Relative energy (zero: lowest compared OMol25 entry of this formula, charge and spin) = 1.080 eV

Atom charges from the Löwdin analysis, given in e for atoms 1 to 2:
1 Ce 0.31
2 C -0.07



Entry 5:
Below is a single C9H11NO3 molecule, with properties calculated with wB97M-V/def2-TZVPD.

Structure (ORCA input):
```
! wB97M-V def2-TZVPD RIJCOSX def2/J DEFGRID3
* xyz 0 1
N -3.29 1.13 -0.10
C -2.02 0.39 -0.35
C -1.02 0.75 0.83
C 0.40 0.38 0.52
C 1.15 1.08 -0.35
C 2.41 0.72 -0.66
C 2.99 -0.37 -0.10
O 4.26 -0.77 -0.39
C 2.31 -1.10 0.76
C 0.99 -0.80 1.05
C -2.31 -1.18 -0.34
O -3.36 -1.60 0.12
O -1.37 -1.84 -0.92
H -3.97 1.07 -0.86
H -3.84 0.73 0.64
H -1.62 0.65 -1.35
H -1.10 1.84 0.98
H -1.52 0.33 1.74
H 0.74 2.05 -0.62
H 3.04 1.35 -1.27
H 4.72 -0.11 -0.92
H 2.71 -2.02 1.15
H 0.38 -1.31 1.83
H -0.68 -1.35 -1.38
*
```

Lowest unoccupied orbital energy = 0.520 eV
M = 181.19 g/mol
Relative energy (zero: lowest compared OMol25 entry of this formula, charge and spin) = 1.225 eV

Atom charges from the natural (NBO) analysis, given in e for atoms 1 to 2:
1 N -0.84
2 C -0.14



Entry 6:
Below is a gas-phase ion, CH3IO2P (charge -1), with properties calculated with wB97M-V/def2-TZVPD.

Structure (ORCA input):
```
! wB97M-V def2-TZVPD RIJCOSX def2/J DEFGRID3
* xyz -1 1
C 0.86 0.46 -0.02
P -0.59 -0.64 0.01
O -0.65 -1.48 1.30
O -0.69 -1.32 -1.28
I -2.48 1.07 -0.12
H 0.81 1.02 -0.91
H 0.88 1.03 0.93
H 1.85 -0.14 0.08
*
```

Lowest unoccupied orbital energy = 3.204 eV
M = 204.91 g/mol
Relative energy (zero: lowest compared OMol25 entry of this formula, charge and spin) = 0.091 eV

Atom charges from the natural (NBO) analysis, given in e for atoms 1 to 2:
1 C -1.03
2 P 2.07



Entry 7:
Below is 6 unconnected molecules or ions with the total composition C6H18N6O12, with properties calculated with wB97M-V/def2-TZVPD.

Structure (ORCA input):
```
! wB97M-V def2-TZVPD RIJCOSX def2/J DEFGRID3
* xyz 0 1
C 6.77 5.49 13.46
N 7.50 6.10 12.32
O 8.34 5.40 11.75
O 7.28 7.24 11.96
H 6.31 4.64 12.96
H 5.99 6.19 13.79
H 7.49 5.24 14.23
C 12.40 5.47 7.45
N 11.39 6.59 7.41
O 10.94 6.98 8.47
O 11.05 7.05 6.31
H 13.17 5.75 8.17
H 12.86 5.31 6.47
H 11.95 4.60 7.91
C 8.01 7.76 8.85
N 6.86 8.71 9.14
O 7.11 9.87 9.47
O 5.73 8.31 8.85
H 8.52 7.46 9.77
H 8.65 8.27 8.12
H 7.57 6.84 8.47
C 9.69 9.58 12.17
N 10.84 10.24 11.50
O 11.56 9.49 10.80
O 11.05 11.43 11.71
H 8.78 9.89 11.66
H 9.61 9.82 13.23
H 9.66 8.49 12.08
C 7.97 12.80 9.50
N 8.30 12.94 10.91
O 9.28 13.63 11.21
O 7.73 12.32 11.79
H 6.92 12.58 9.34
H 8.66 12.03 9.15
H 8.21 13.79 9.12
C 5.06 7.09 6.39
N 5.95 7.89 5.52
O 6.71 7.35 4.74
O 5.87 9.11 5.72
H 5.59 6.36 7.00
H 4.39 6.51 5.75
H 4.40 7.69 7.01
*
```

Lowest unoccupied orbital energy = -0.481 eV
M = 366.24 g/mol
Relative energy (zero: lowest compared OMol25 entry of this formula, charge and spin) = 0.891 eV

Atom charges from the natural (NBO) analysis, given in e for atoms 1 to 2:
1 C -0.48
2 N 0.53



Entry 8:
Below is a single C3H4N2 molecule, with properties calculated with wB97M-V/def2-TZVPD.

Structure (ORCA input):
```
! wB97M-V def2-TZVPD RIJCOSX def2/J DEFGRID3
* xyz 0 1
C -0.30 0.55 1.05
C 0.69 -0.33 0.65
N 0.38 -0.61 -0.66
C -0.66 0.19 -1.02
N -1.11 0.88 0.00
H -0.41 1.00 2.02
H 1.45 -0.75 1.28
H 1.02 -1.09 -1.30
H -1.07 0.15 -2.01
*
```

Lowest unoccupied orbital energy = 0.917 eV
M = 68.08 g/mol
Relative energy (zero: lowest compared OMol25 entry of this formula, charge and spin) = 0.075 eV

Atom charges from the natural (NBO) analysis, given in e for atoms 1 to 2:
1 C -0.10
2 C -0.12



Entry 9:
Below is 3 unconnected molecules or ions with the total composition C16H23Cl2NO10S, with properties calculated with wB97M-V/def2-TZVPD.

Structure (ORCA input):
```
! wB97M-V def2-TZVPD RIJCOSX def2/J DEFGRID3
* xyz 0 1
C 3.47 -2.32 0.06
C 1.97 -1.76 -0.09
Cl 1.41 -2.41 -1.72
C 2.06 -0.18 -0.08
Cl 3.08 0.26 1.37
C 0.68 0.55 0.15
O 1.04 1.98 0.09
S 0.04 2.86 -0.85
O 0.78 3.54 -1.90
O -0.78 3.85 -0.19
O -1.06 1.69 -1.35
C -0.45 0.45 -0.94
C -1.39 -0.72 -0.50
C -1.90 -0.87 0.88
C -2.73 -2.02 1.15
N -3.12 -2.99 0.28
C -2.64 -2.82 -0.98
C -1.80 -1.75 -1.47
H 3.72 -2.58 1.11
H 3.54 -3.25 -0.56
H 4.16 -1.58 -0.41
H 1.37 -2.17 0.76
H 2.57 0.14 -1.02
H 0.44 0.40 1.23
H 0.07 0.09 -1.87
H -1.60 -0.09 1.61
H -3.10 -2.13 2.20
H -2.91 -3.62 -1.72
H -1.46 -1.66 -2.52
C -3.12 0.32 6.99
O -3.18 -0.69 5.98
C -4.01 -1.70 6.26
O -4.68 -1.81 7.25
O -3.97 -2.56 5.24
C -4.81 -3.70 5.40
H -2.42 1.08 6.65
H -4.10 0.78 7.13
H -2.76 -0.10 7.93
H -5.86 -3.40 5.47
H -4.51 -4.28 6.28
H -4.69 -4.33 4.52
C 2.71 4.13 -3.66
O 3.15 4.38 -4.99
C 3.55 3.29 -5.65
O 3.56 2.17 -5.22
O 3.94 3.66 -6.88
C 4.39 2.59 -7.70
H 2.41 5.08 -3.22
H 1.85 3.47 -3.66
H 3.51 3.71 -3.05
H 3.60 1.86 -7.86
H 5.27 2.11 -7.26
H 4.68 3.01 -8.66
*
```

Lowest unoccupied orbital energy = -0.264 eV
M = 492.33 g/mol

Atom charges from the natural (NBO) analysis, given in e for atoms 1 to 2:
1 C -0.62
2 C -0.20



Entry 10:
Below is 2 unconnected molecules or ions with the total composition C4H4BrI, with properties calculated with wB97M-V/def2-TZVPD.

Structure (ORCA input):
```
! wB97M-V def2-TZVPD RIJCOSX def2/J DEFGRID3
* xyz 0 1
C -2.00 -0.43 0.33
C -0.93 -0.08 -0.43
C 2.02 1.40 0.49
C 0.31 -0.75 -0.37
Br 0.72 -2.43 0.02
I 3.96 0.78 -0.02
H -2.75 0.34 0.58
H -2.03 -1.46 0.69
H -0.76 0.95 -0.97
H 1.46 1.68 -0.32
*
```

Lowest unoccupied orbital energy (spin up / spin down) = -1.284 / -1.426 eV
M = 258.88 g/mol
Relative energy (zero: lowest compared OMol25 entry of this formula, charge and spin) = 7.203 eV

Atom charges from the natural (NBO) analysis, given in e for atoms 1 to 2:
1 C -0.26
2 C -0.39



Entry 11:
Below is a molecular structure, C43H59BN9S3Tc, with properties calculated with wB97M-V/def2-TZVPD.

Structure (ORCA input):
```
! wB97M-V def2-TZVPD RIJCOSX def2/J DEFGRID3
* xyz 1 4
Tc -1.67 -1.03 -2.30
C 2.70 4.62 -2.01
C 2.32 3.73 -0.87
C 2.33 4.13 0.42
C 1.92 3.24 1.47
N 1.48 2.06 1.21
N 1.46 1.65 -0.09
B 0.99 0.26 -0.21
N 1.89 -0.78 -0.82
N 2.92 -0.66 0.04
C 4.03 -1.30 -0.19
C 4.14 -2.11 -1.35
C 3.10 -2.25 -2.21
C 3.21 -3.08 -3.45
C 1.87 -1.56 -1.91
S 0.57 -1.77 -2.98
C 5.12 -1.12 0.85
C 6.43 -1.76 0.41
C 4.64 -1.77 2.15
C 5.34 0.38 1.08
N 0.10 -0.20 0.93
N 0.66 -0.85 1.95
C -0.11 -1.10 2.98
C -1.48 -0.71 2.98
C -2.03 -0.05 1.93
C -3.46 0.37 1.86
C -1.17 0.21 0.83
S -1.54 0.97 -0.65
C 0.57 -1.80 4.15
C -0.44 -2.20 5.23
C 1.59 -0.83 4.75
C 1.28 -3.06 3.65
C 1.90 2.37 -1.17
S 1.88 1.71 -2.68
C 1.97 3.69 2.92
C 3.42 4.05 3.26
C 1.49 2.57 3.84
C 1.07 4.91 3.10
H 3.02 5.60 -1.64
H 1.85 4.75 -2.68
H 3.50 4.17 -2.60
H 2.63 5.14 0.67
H 5.08 -2.60 -1.57
H 4.24 -3.42 -3.58
H 2.89 -2.52 -4.32
H 2.56 -3.96 -3.37
H 6.34 -2.84 0.28
H 7.19 -1.60 1.19
H 6.81 -1.33 -0.51
H 4.52 -2.85 2.03
H 3.67 -1.36 2.46
H 5.36 -1.60 2.95
H 5.75 0.86 0.19
H 6.04 0.53 1.90
H 4.40 0.88 1.33
H -2.09 -0.95 3.84
H -4.01 0.03 2.74
H -3.93 -0.03 0.96
H -3.54 1.46 1.80
H -0.93 -1.34 5.67
H 0.09 -2.72 6.03
H -1.20 -2.89 4.85
H 1.09 0.01 5.24
H 2.25 -0.43 3.99
H 2.19 -1.35 5.50
H 0.56 -3.82 3.35
H 1.90 -3.47 4.44
H 1.92 -2.84 2.79
H 4.08 3.19 3.12
H 3.48 4.35 4.31
H 3.79 4.87 2.66
H 2.11 1.67 3.73
H 0.46 2.29 3.63
H 1.56 2.90 4.88
H 1.37 5.75 2.47
H 1.11 5.25 4.13
H 0.03 4.67 2.86
C -4.60 -1.72 -3.42
N -3.52 -2.02 -2.48
C -3.75 -2.97 -1.61
C -2.75 -3.30 -0.68
C -2.63 -4.34 0.24
C -1.32 -4.26 0.72
C -0.72 -3.18 0.07
N -1.58 -2.59 -0.77
C -5.75 -0.99 -2.76
C -7.06 -1.31 -3.09
C -8.12 -0.63 -2.50
C -7.87 0.37 -1.58
C -6.56 0.69 -1.24
C -5.51 0.01 -1.83
H -4.97 -2.65 -3.86
H -4.17 -1.14 -4.23
H -4.70 -3.50 -1.63
H -3.38 -5.06 0.49
H -0.85 -4.92 1.43
H 0.30 -2.85 0.17
H -7.26 -2.09 -3.81
H -9.13 -0.89 -2.77
H -8.70 0.90 -1.11
H -6.37 1.47 -0.52
H -4.49 0.27 -1.56
C -2.14 0.62 -5.87
C -2.29 1.23 -4.48
C -3.71 1.75 -4.26
C -1.30 2.39 -4.30
N -2.01 0.22 -3.50
H -2.27 1.39 -6.64
H -2.88 -0.16 -6.04
H -1.15 0.18 -5.99
H -3.93 2.48 -5.04
H -3.81 2.23 -3.29
H -4.46 0.96 -4.33
H -1.59 3.21 -4.95
H -0.29 2.08 -4.55
H -1.31 2.74 -3.27
*
```

⟨S²⟩ = 3.82
Lowest unoccupied orbital energy (spin up / spin down) = -3.115 / -3.110 eV
M = 907.02 g/mol
Relative energy (zero: lowest compared OMol25 entry of this formula, charge and spin) = 0.850 eV

Atom charges from the Löwdin analysis, given in e for atoms 1 to 2:
1 Tc 1.10
2 C -0.06



Entry 12:
Below is a single C20H21N5O3S molecule, with properties calculated with wB97M-V/def2-TZVPD.

Structure (ORCA input):
```
! wB97M-V def2-TZVPD RIJCOSX def2/J DEFGRID3
* xyz 0 1
C 2.47 -1.58 -7.22
O 2.43 -0.86 -6.01
C 1.14 -0.81 -5.44
C 1.29 -0.29 -4.03
C 0.77 0.92 -3.62
C 0.97 1.35 -2.32
C 0.42 2.65 -1.82
N 1.66 0.62 -1.44
C 2.19 -0.54 -1.81
S 3.12 -1.45 -0.65
C 3.36 -0.24 0.70
C 2.26 -0.30 1.76
O 2.48 -0.70 2.89
N 1.08 0.15 1.28
C -0.16 0.22 1.93
C -1.25 0.63 1.17
C -2.52 0.75 1.71
C -2.68 0.43 3.05
C -1.58 0.00 3.82
C -0.31 -0.11 3.28
N -2.04 -0.24 5.09
C -1.27 -0.69 6.21
C -3.40 0.02 5.14
O -4.12 -0.09 6.11
N -3.77 0.43 3.88
C -5.12 0.79 3.53
C 2.03 -1.05 -3.11
C 2.58 -2.30 -3.48
N 3.00 -3.32 -3.78
H 1.81 -1.13 -7.98
H 3.50 -1.54 -7.56
H 2.18 -2.62 -7.07
H 0.48 -0.14 -6.02
H 0.70 -1.81 -5.42
H 0.21 1.53 -4.31
H 0.85 3.47 -2.40
H -0.66 2.67 -1.95
H 0.66 2.79 -0.77
H 3.42 0.74 0.25
H 4.31 -0.52 1.17
H 1.08 0.45 0.31
H -1.10 0.87 0.12
H -3.36 1.07 1.11
H 0.53 -0.43 3.86
H -0.81 -1.66 5.99
H -0.49 0.03 6.46
H -1.95 -0.79 7.05
H -5.72 0.67 4.43
H -5.50 0.13 2.75
H -5.17 1.82 3.19
*
```

Lowest unoccupied orbital energy = -0.216 eV
M = 411.49 g/mol
Relative energy (zero: lowest compared OMol25 entry of this formula, charge and spin) = 1.322 eV

Atom charges from the natural (NBO) analysis, given in e for atoms 1 to 2:
1 C -0.25
2 O -0.53